Molecular formula: C6H13N
Method: DFT, the ωB97M-V functional and the def2-TZVPD basis

Each line ends with the Löwdin spin population.
Element x y z (Å)
C: -2.600 0.357 0.845  0.0247
C: -1.874 -0.401 -0.263  0.0695
C: -0.759 0.449 -0.966  0.0452
N: 1.975 -0.801 -1.175  0.1153
C: 1.538 -0.033 -0.159  0.1028
C: 0.391 0.714 -0.079  0.0165
C: 2.483 0.016 0.977  0.1766
H: -3.135 1.133 0.344  0.0022
H: -1.837 0.749 1.519  0.0037
H: -3.134 -0.465 1.443  0.0087
H: -2.575 -0.762 -0.967  0.0150
H: -1.380 -1.263 0.171  0.0389
H: -0.405 -0.200 -1.757  0.0332
H: -1.210 1.306 -1.509  0.0045
H: 2.638 -1.539 -0.936  0.1382
H: 1.267 -1.159 -1.805  0.0950
H: 0.149 1.565 0.576  0.0022
H: 2.844 -0.913 1.377  0.0701
H: 3.482 0.446 0.696  0.0245
H: 2.142 0.801 1.669  0.0131

Computed properties:
HOMO-LUMO gap (alpha / beta): 2.754 / 7.796 eV
total charge: -1
total energy: -7920.4251 eV
multiplicity: 2
energy above the lowest of the compared OMol25 structures with the same formula, charge and spin: 21.4 kcal per mole
HOMO level (alpha / beta): 1.34 / -3.86 eV

---

Molecular formula: C2H7N2
Method: DFT, the ωB97M-V functional and the def2-TZVPD basis

Each line ends with the Mulliken charge.
Element x y z (Å)
C: 0.748 -1.099 -0.920  -0.7484
N: 0.435 -0.262 0.167  -0.2626
C: -0.872 0.644 0.247  0.1010
N: -0.801 1.714 0.953  -0.2027
H: 1.562 -1.759 -0.522  0.2978
H: 1.133 -0.415 -1.834  0.2935
H: -0.198 -1.663 -1.113  0.3011
H: 1.293 0.122 0.491  0.2716
H: -1.764 0.273 -0.046  0.4020
H: -1.653 2.125 1.164  0.2627
H: 0.193 1.927 1.180  0.2840

Computed properties:
HOMO-LUMO gap: 9.827 eV
SMILES string: C/[NH+]=C/N
total charge: +1
total energy: -5159.0677 eV
energy above the lowest of the compared OMol25 structures with the same formula, charge and spin: 55.3 kcal per mole
HOMO level: -14.83 eV